1.
The following is a quantum chemistry calculation of an isolated molecule of C12H17ClN2O, from the OMol25 dataset.

Each line ends with the natural charge from an NBO analysis.
CARTESIAN COORDINATES (ANGSTROEM)
C -4.83 -2.09 0.14  -0.599
C -3.51 -1.37 -0.10  -0.395
C -3.26 -0.28 0.94  -0.387
C -1.89 0.37 0.82  -0.394
C -1.72 1.20 -0.45  -0.395
C -0.37 1.91 -0.48  -0.493
C 0.76 0.91 -0.70  0.696
O 0.64 -0.09 -1.37  -0.608
N 1.93 1.28 -0.08  -0.609
C 3.16 0.64 -0.09  0.357
N 4.09 1.28 0.61  -0.443
C 5.30 0.77 0.68  0.034
C 5.65 -0.41 0.05  -0.114
C 4.68 -1.09 -0.68  -0.169
C 3.41 -0.56 -0.76  -0.267
H 2.63 -1.05 -1.31  0.264
H 4.92 -2.02 -1.18  0.232
Cl 7.25 -1.03 0.18  0.013
H 6.02 1.34 1.26  0.206
H 1.95 2.14 0.45  0.416
H -0.34 2.61 -1.32  0.237
H -0.21 2.47 0.44  0.205
H -2.52 1.95 -0.51  0.202
H -1.79 0.55 -1.32  0.225
H -1.73 1.02 1.69  0.194
H -1.12 -0.40 0.85  0.203
H -3.35 -0.72 1.94  0.199
H -4.04 0.49 0.85  0.191
H -3.51 -0.93 -1.10  0.195
H -2.69 -2.09 -0.06  0.197
H -4.99 -2.86 -0.61  0.208
H -5.66 -1.38 0.09  0.199
H -4.84 -2.56 1.12  0.199

Calculated total energy   -1112.44488 hartree
SMILES string   CCCCCCC(=O)Nc1ccc(Cl)cn1

***

2.
The following is a quantum chemistry calculation of a cluster of 7 separate species, C49H116BBrINO8P in total in a non-equilibrium geometry, from the OMol25 dataset.

Each line ends with the Löwdin charge.
CARTESIAN COORDINATES (ANGSTROEM)
C 3.39 3.82 0.62  -0.095
C 4.31 2.61 0.38  -0.260
C 4.42 2.23 -1.10  -0.230
C 5.45 1.11 -1.33  -0.201
C 4.87 -0.31 -1.27  -0.205
C 5.06 -1.15 -2.53  -0.220
C 5.08 -2.66 -2.27  -0.214
C 3.70 -3.28 -2.06  -0.206
C 3.45 -4.59 -2.83  -0.202
C 2.37 -5.49 -2.22  -0.205
C 2.87 -6.58 -1.26  -0.214
C 3.14 -6.12 0.17  -0.205
C 1.89 -6.15 1.07  -0.205
C 1.56 -4.81 1.74  -0.223
C 0.07 -4.59 2.01  -0.224
C -0.26 -3.15 2.36  -0.223
C -1.70 -2.95 2.86  -0.207
C -2.74 -2.82 1.73  -0.236
C -3.81 -1.74 1.98  -0.256
C -3.70 -0.52 1.06  -0.400
P -4.73 -0.59 -0.55  0.547
I -3.53 1.87 -1.11  0.278
C -6.17 0.33 0.35  -0.387
O -7.19 0.46 -0.63  -0.272
C -7.62 1.78 -0.86  -0.115
B -5.90 -0.57 -2.21  -0.810
N -6.66 -1.77 -2.41  0.152
O -5.97 0.44 -3.17  0.024
C -3.22 -1.45 -1.58  -0.760
Br -3.45 -3.45 -1.62  0.590
C -3.06 -1.03 -3.04  -0.449
C -1.63 -1.12 -3.55  -0.126
H 2.48 3.56 1.16  0.069
H 3.90 4.58 1.22  0.064
H 3.10 4.29 -0.32  0.052
H 3.95 1.74 0.94  0.106
H 5.32 2.83 0.74  0.098
H 3.44 1.89 -1.46  0.111
H 4.73 3.12 -1.67  0.104
H 6.23 1.21 -0.56  0.099
H 5.95 1.26 -2.30  0.100
H 5.31 -0.86 -0.43  0.098
H 3.80 -0.22 -1.06  0.110
H 5.97 -0.84 -3.05  0.103
H 4.22 -0.95 -3.22  0.114
H 5.57 -3.16 -3.11  0.103
H 5.71 -2.85 -1.38  0.107
H 3.52 -3.46 -1.00  0.086
H 2.94 -2.55 -2.37  0.114
H 4.40 -5.14 -2.91  0.107
H 3.15 -4.32 -3.84  0.104
H 1.64 -4.86 -1.69  0.117
H 1.82 -5.99 -3.03  0.097
H 2.10 -7.36 -1.23  0.102
H 3.76 -7.07 -1.68  0.103
H 3.95 -6.72 0.60  0.102
H 3.52 -5.09 0.16  0.083
H 1.03 -6.46 0.47  0.103
H 2.02 -6.91 1.84  0.107
H 1.90 -3.99 1.09  0.104
H 2.12 -4.72 2.68  0.114
H -0.26 -5.25 2.82  0.114
H -0.48 -4.89 1.11  0.116
H -0.14 -2.55 1.45  0.112
H 0.47 -2.77 3.08  0.108
H -1.96 -3.83 3.46  0.103
H -1.74 -2.08 3.52  0.100
H -2.21 -2.59 0.80  0.052
H -3.22 -3.78 1.55  0.092
H -3.73 -1.39 3.01  0.094
H -4.81 -2.18 1.89  0.088
H -4.04 0.38 1.59  0.043
H -2.65 -0.33 0.81  0.039
H -5.29 -1.86 -0.20  0.003
H -6.54 -0.25 1.21  0.087
H -5.85 1.31 0.72  0.037
H -8.22 1.78 -1.77  0.088
H -8.23 2.14 -0.02  0.079
H -6.77 2.46 -1.00  0.065
H -7.24 -1.77 -3.24  0.066
H -6.21 -2.66 -2.27  0.024
H -5.74 0.09 -4.05  0.091
H -2.27 -1.35 -1.06  0.027
H -3.69 -1.68 -3.67  0.078
H -3.41 0.00 -3.15  0.007
H -1.54 -0.79 -4.59  0.067
H -0.99 -0.49 -2.93  0.070
H -1.26 -2.15 -3.46  0.048
C -0.31 -3.10 -8.79  -0.081
C 0.95 -3.72 -8.21  -0.290
O 1.11 -3.51 -6.82  -0.161
C 0.08 -4.03 -5.99  -0.277
C -0.09 -5.53 -6.09  -0.077
H -0.34 -2.03 -8.59  0.081
H -0.33 -3.25 -9.87  0.073
H -1.22 -3.54 -8.38  0.066
H 1.83 -3.26 -8.66  0.116
H 0.98 -4.79 -8.45  0.105
H -0.87 -3.52 -6.18  0.108
H 0.38 -3.76 -4.98  0.111
H -0.41 -5.85 -7.08  0.064
H -0.85 -5.85 -5.38  0.079
H 0.84 -6.04 -5.85  0.075
C 3.44 7.02 -4.89  -0.083
C 4.04 5.85 -4.13  -0.290
O 3.28 5.43 -3.02  -0.175
C 1.96 4.98 -3.30  -0.272
C 1.90 3.79 -4.24  -0.071
H 3.29 7.87 -4.23  0.080
H 4.12 7.32 -5.69  0.073
H 2.49 6.76 -5.35  0.066
H 5.01 6.14 -3.70  0.116
H 4.24 5.01 -4.81  0.107
H 1.35 5.81 -3.68  0.108
H 1.55 4.70 -2.33  0.115
H 2.30 4.03 -5.23  0.064
H 0.87 3.47 -4.37  0.082
H 2.48 2.96 -3.84  0.072
C 5.98 0.20 4.05  -0.074
C 7.06 0.28 2.99  -0.278
O 7.49 1.59 2.70  -0.167
C 8.06 2.32 3.78  -0.281
C 9.30 1.67 4.37  -0.084
H 5.11 0.80 3.77  0.079
H 5.65 -0.84 4.17  0.077
H 6.33 0.54 5.03  0.065
H 6.67 -0.09 2.04  0.109
H 7.90 -0.36 3.26  0.105
H 7.32 2.50 4.56  0.108
H 8.31 3.29 3.35  0.117
H 9.09 0.70 4.82  0.059
H 9.72 2.31 5.15  0.077
H 10.06 1.51 3.60  0.081
C 11.59 -2.96 6.54  -0.080
C 11.28 -2.28 5.21  -0.279
O 11.49 -0.88 5.20  -0.173
C 12.81 -0.45 5.48  -0.281
C 13.85 -0.96 4.50  -0.080
H 11.00 -2.50 7.34  0.081
H 11.33 -4.01 6.48  0.076
H 12.64 -2.88 6.80  0.065
H 10.22 -2.40 4.97  0.118
H 11.84 -2.77 4.40  0.108
H 13.10 -0.71 6.51  0.107
H 12.76 0.64 5.43  0.117
H 13.95 -2.05 4.54  0.065
H 14.83 -0.53 4.74  0.076
H 13.59 -0.68 3.48  0.082
C -9.94 5.63 3.74  -0.081
C -8.55 6.01 3.26  -0.283
O -7.52 5.79 4.20  -0.162
C -7.37 4.45 4.64  -0.285
C -7.13 3.44 3.53  -0.079
H -10.19 6.16 4.66  0.080
H -10.68 5.87 2.98  0.063
H -10.02 4.56 3.94  0.068
H -8.51 7.08 3.05  0.116
H -8.34 5.49 2.32  0.109
H -8.24 4.15 5.24  0.105
H -6.51 4.48 5.31  0.116
H -7.99 3.37 2.86  0.061
H -6.98 2.45 3.97  0.079
H -6.26 3.70 2.94  0.087
C -15.09 4.40 3.33  -0.081
C -14.13 5.34 2.62  -0.283
O -12.90 4.74 2.25  -0.178
C -12.98 3.64 1.36  -0.273
C -13.63 3.97 0.02  -0.079
H -14.62 3.96 4.22  0.081
H -15.98 4.95 3.64  0.074
H -15.42 3.58 2.68  0.065
H -13.84 6.15 3.29  0.118
H -14.62 5.80 1.76  0.107
H -13.50 2.79 1.83  0.108
H -11.95 3.33 1.21  0.120
H -14.67 4.26 0.13  0.064
H -13.59 3.09 -0.63  0.078
H -13.09 4.78 -0.47  0.082

Calculated total energy   -5831.11498 hartree
Total charge   -1

***

3.
The following is a quantum chemistry calculation of a cluster of 8 separate species, C4H22NO10 in total in a non-equilibrium geometry, from the OMol25 dataset.

Each line ends with the natural charge from an NBO analysis.
CARTESIAN COORDINATES (ANGSTROEM)
O 1.80 -0.75 1.41  -0.586
C 1.15 -1.49 0.69  0.459
C 0.10 -0.76 -0.09  -0.172
C 0.04 -0.96 -1.62  -0.505
C 0.13 -2.51 -1.83  0.804
O -1.10 -2.89 -2.14  -0.696
O 1.09 -3.20 -1.71  -0.558
N -0.01 0.65 0.33  -0.716
H 1.40 -2.55 0.68  0.206
H -0.90 -1.18 0.17  0.275
H 0.88 -0.48 -2.13  0.260
H -0.88 -0.59 -2.06  0.241
H -1.35 -3.80 -2.22  0.518
H 0.86 1.24 0.35  0.481
H -0.66 1.23 -0.23  0.461
H -0.43 0.68 1.27  0.455
H -3.65 0.24 2.39  0.492
H -3.15 1.74 1.91  0.506
O -3.14 0.79 1.83  -0.994
H 2.33 1.91 -2.58  0.490
H 1.25 2.59 -3.49  0.481
O 1.48 1.79 -3.00  -0.968
H -0.93 3.02 -1.38  0.483
H -2.27 2.50 -1.60  0.490
O -1.68 2.69 -0.86  -0.941
H -3.77 -1.09 0.72  0.476
H -3.76 -1.37 -0.80  0.476
O -3.50 -1.71 0.04  -0.949
H 4.60 0.16 1.81  0.481
H 3.10 0.39 1.79  0.493
O 3.93 0.88 1.91  -0.962
H -1.19 -1.51 3.33  0.476
H 0.14 -1.13 3.89  0.490
O -0.31 -1.31 3.05  -0.959
H 3.34 1.66 0.29  0.528
H 2.54 3.02 -0.07  0.493
O 2.50 2.07 -0.04  -1.012

Calculated total energy   -972.54581 hartree
Total charge   +1

***

Frontier orbital gap / Eh: 0.3523 0.2136 0.3982
HOMO level / eV: -8.80 -3.97 -13.69